The following is a quantum chemistry calculation of 10 unconnected molecules or ions with the total composition C22H52N6O18, from the OMol25 dataset.

The geometry in XYZ format:
```
98
Properties=species:S:1:pos:R:3:forces:R:3:lowdin_charge:R:1
C 19.230930 7.456190 9.690330 -2.617 0.035 0.023 0.0345
C 17.927880 6.742540 9.121100 3.907 -2.114 -1.666 -0.3177
O 18.033970 5.782330 8.382290 -1.913 2.666 1.997 0.1578
N 16.572360 7.340620 9.602910 0.537 -0.730 -2.435 0.1163
H 16.349050 6.647490 10.302770 -1.016 -0.040 0.434 0.1730
H 16.744530 8.245450 10.017320 -0.052 0.391 0.427 0.1614
C 15.546740 7.507780 8.400460 0.682 0.068 0.800 0.0857
H 19.272250 8.359980 9.082430 0.239 0.347 0.303 0.0994
H 20.190310 6.939220 9.669570 -0.620 -0.524 -0.476 0.0938
H 18.965710 7.672840 10.725140 0.353 0.535 0.085 0.0738
H 15.816840 8.460440 7.944850 0.083 -0.174 -0.072 0.1128
H 14.526690 7.584140 8.776990 0.239 -0.238 0.229 0.1088
H 15.705170 6.668690 7.723030 -0.065 0.110 0.212 0.0980
C 18.758190 19.031150 18.520530 -0.092 0.295 -0.810 0.0232
C 18.823990 19.640170 17.116150 4.388 0.594 0.242 -0.3184
O 19.882740 19.947320 16.558980 -4.878 -0.932 1.175 0.1645
N 17.435440 19.749050 16.471390 0.632 -0.539 -0.797 0.0977
H 16.719430 19.499280 17.138510 -0.042 -1.116 0.548 0.1609
H 17.122330 20.704660 16.377240 0.701 1.052 -0.924 0.1854
C 17.217870 18.962400 15.172210 -1.497 -0.654 0.204 0.0491
H 19.724280 19.074960 19.023370 -0.039 0.071 -0.366 0.1038
H 18.476450 17.989850 18.364290 -0.090 -0.180 0.197 0.0976
H 18.017410 19.504760 19.164770 -0.148 0.054 -0.140 0.0969
H 17.278920 17.877800 15.261690 1.127 0.043 0.814 0.1077
H 17.779850 19.276910 14.292800 -0.118 0.548 0.482 0.1229
H 16.131290 18.968850 15.086260 -0.023 0.880 -0.829 0.1084
C 22.573280 16.329900 9.314700 0.694 -0.193 0.518 0.0451
C 23.505040 15.224750 9.887060 -3.582 2.003 4.323 -0.3604
O 23.352630 14.889870 11.068940 1.684 -0.064 -3.954 0.1278
N 24.575820 14.711010 9.037090 0.526 -1.104 -0.120 0.1028
H 24.840670 15.452640 8.404680 -0.316 0.084 -1.139 0.1842
H 25.427170 14.598030 9.568630 0.282 -0.398 0.793 0.1820
C 24.189850 13.353660 8.434150 -0.268 -0.041 -0.720 0.0646
H 21.990660 16.737910 10.140650 -0.223 -0.728 0.082 0.1002
H 21.905910 16.019960 8.510550 0.175 -0.122 -0.090 0.1115
H 23.113640 17.235570 9.039260 0.521 -0.245 -0.651 0.0987
H 23.803340 12.730510 9.240620 0.137 0.229 -0.024 0.1112
H 25.018510 12.866360 7.920370 0.307 0.364 0.401 0.1115
H 23.432790 13.487420 7.661440 -0.176 0.304 0.283 0.1201
C 22.117490 11.122310 16.202440 1.592 -0.388 -0.572 0.0212
C 23.379540 10.234760 16.010770 -2.679 -2.040 -2.632 -0.3528
O 23.465780 9.320310 15.169490 0.792 3.371 3.568 0.1313
N 24.376010 10.424100 17.130800 2.239 0.517 -1.033 0.0900
H 24.067050 10.822550 18.005950 -1.010 0.024 0.222 0.1675
H 24.829910 9.548180 17.347200 -0.001 -0.786 0.066 0.1748
C 25.535970 11.349700 16.713630 0.326 0.389 -0.011 0.0351
H 21.507120 11.052480 15.302070 -0.097 -0.342 0.312 0.1012
H 22.354520 12.179180 16.324660 0.207 -0.006 0.209 0.0847
H 21.645310 10.753630 17.113050 -0.379 0.023 -0.082 0.0919
H 25.161390 12.301140 16.336060 -0.306 -0.342 -0.233 0.1053
H 26.190190 10.853300 15.996910 -0.416 -0.052 -0.056 0.1138
H 26.137250 11.618320 17.582210 -0.177 -0.404 0.231 0.1067
C 11.093730 13.652060 6.049530 0.313 -0.727 1.897 0.0191
C 11.344740 14.937630 5.415920 -2.939 2.918 -4.078 -0.3343
O 10.635650 15.419710 4.509910 2.950 -1.564 3.444 0.1333
N 12.490290 15.869990 5.893090 -1.122 -1.226 0.996 0.1177
H 13.274230 15.258560 6.071110 0.648 -0.295 0.747 0.1734
H 12.819250 16.379090 5.085200 -0.408 0.939 -0.358 0.1761
C 12.152450 16.722580 7.159400 0.687 -0.257 -0.467 0.0612
H 11.340850 13.638630 7.111060 -0.082 0.638 0.393 0.1006
H 11.759490 12.828470 5.791530 -0.145 0.027 -1.022 0.1202
H 10.028840 13.424300 6.002150 0.273 -0.193 -0.511 0.1163
H 11.187150 17.225450 7.101000 0.226 -0.056 -0.706 0.1054
H 12.991310 17.413450 7.243800 -0.258 0.107 0.054 0.1080
H 12.121820 16.103970 8.056330 0.245 -0.386 -0.387 0.1013
C 16.384710 11.254890 20.210760 -2.220 1.409 -1.011 0.0447
C 15.514500 12.016340 19.112840 3.601 4.894 0.032 -0.3024
O 15.757450 13.213410 18.764380 -1.678 -5.877 1.452 0.1040
N 14.414320 11.266690 18.470390 -0.659 1.925 0.094 0.1049
H 14.859260 10.687360 17.772880 -0.119 -0.480 -0.687 0.1903
H 14.020270 10.668420 19.182380 -0.421 -0.523 0.143 0.1762
C 13.328700 12.199190 17.862550 0.088 -0.301 -0.064 0.0670
H 16.869390 12.085730 20.723490 0.533 -0.445 -0.183 0.0941
H 16.999550 10.444530 19.819140 0.118 0.333 -0.093 0.0949
H 15.667530 10.839090 20.918480 0.021 -0.260 0.117 0.0882
H 12.865110 12.815840 18.632560 0.235 -0.440 0.328 0.1120
H 12.587610 11.540120 17.410330 0.147 0.187 -0.166 0.1174
H 13.796320 12.899920 17.170870 0.088 -0.537 -0.131 0.1069
O 18.991780 12.785230 4.774270 0.069 0.328 0.708 0.0351
C 18.072420 12.098690 4.036550 -1.161 -2.016 -1.405 -0.9530
O 16.867400 12.258760 4.199860 -2.534 2.508 2.266 -0.0607
O 18.410870 11.228430 3.272120 3.367 -1.818 -2.026 -0.0169
H 18.361240 13.021170 5.458630 0.213 0.947 0.708 0.0758
O 17.530100 18.459020 6.035720 0.237 -0.539 0.463 0.0487
C 17.722430 19.688590 6.555780 -0.684 6.971 0.179 -0.8332
O 17.724540 20.713790 5.775790 0.275 -2.982 0.029 -0.1056
O 17.753760 19.930050 7.815150 0.260 -2.724 -0.609 -0.1372
H 17.524540 17.966070 6.859470 -0.090 -0.814 0.159 0.0795
O 12.545430 9.900560 12.750400 1.415 0.455 0.519 0.0069
C 11.337360 9.337790 12.454870 -3.172 -0.461 -1.437 -0.9439
O 10.961440 8.338280 13.068460 1.305 -1.691 2.226 -0.0730
O 10.641090 9.850750 11.588050 0.483 1.849 -1.386 -0.0454
H 12.835560 9.314530 13.453250 0.258 -0.126 0.199 0.0575
O 15.305870 13.824470 11.613970 -3.479 0.459 2.396 0.0805
C 16.218730 13.504610 10.766520 4.624 1.697 -4.889 -1.0085
O 16.895290 12.501570 11.014470 0.773 -3.011 1.310 -0.1034
O 16.448590 14.230410 9.789140 -0.696 1.078 -0.329 -0.0547
H 15.198400 12.895530 11.831030 -1.113 -0.421 1.739 0.0884
```
Positions in Å, forces in eV/Å.

Values from the calculation:
frontier orbital gap: 0.036 hartree
HOMO energy: -7.2079 eV
relative energy (zero: lowest compared OMol25 entry of this formula, charge and spin): 515.7 kcal per mole
charge: +2
multiplicity: 1
LUMO: -6.2 eV
total energy: -2551.13523 hartree